Entry 1:
85
Properties=species:S:1:pos:R:3:forces:R:3:lowdin_charge:R:1 method="wB97M-V/def2-TZVPD" total_charge=-1 gap_ev=8.387 e_lumo_ha=0.090 homo_ev=-5.94 energy_ha=-2508.8015
H -3.36841 5.94143 3.59908 0.0 0.0 0.0 0.0830
C 0.10393 -5.65702 -2.33404 0.1 0.0 0.0 -0.0922
H -3.61181 -0.71668 -2.49675 0.0 0.0 0.0 0.0883
C -2.99242 0.17820 -2.57811 0.0 0.1 0.0 -0.1006
H -5.53578 0.50325 -1.35828 0.0 0.0 0.0 0.0840
C -6.32649 -0.14210 -1.74642 0.0 0.0 0.0 -0.1124
O -0.03285 -1.78978 1.22505 0.2 -0.2 0.5 -0.3376
O -6.16669 -0.38435 -3.13099 0.0 0.0 0.0 -0.1901
C -3.88612 6.73915 3.06114 0.0 0.0 0.0 -0.1167
H -0.83700 -5.21259 -2.02875 -0.1 0.0 0.1 0.0647
C 2.02242 4.04225 3.43640 0.0 0.0 0.0 -0.1025
H 2.03322 -0.39988 0.48272 -0.2 -0.1 0.2 0.0827
O -3.31348 6.96599 1.78885 0.0 0.0 0.0 -0.1891
O -1.39056 4.80367 2.33586 -0.1 0.0 0.1 -0.2061
H 1.59334 -0.15318 -1.18223 -0.3 0.0 -0.1 0.0843
C -1.18472 5.85264 1.40813 0.2 -0.1 0.0 -0.2087
H -4.09959 0.14603 -4.74789 0.0 0.0 0.0 0.1257
H 2.65835 4.16785 4.32048 0.0 0.0 0.0 0.0867
H -2.60686 0.42957 -1.59618 0.0 0.0 0.0 0.0708
H -2.14443 -0.02749 -3.23509 0.0 0.0 0.0 0.0877
H -0.10820 6.05299 1.37685 0.0 0.0 0.0 0.1198
H -6.36378 1.66501 -3.37045 0.0 0.0 0.0 0.1223
C -1.90269 7.11647 1.82153 -0.1 0.1 -0.1 -0.2056
H 5.01168 -4.15320 -1.49705 -0.1 0.0 -0.1 0.0827
H -1.50349 5.54948 0.40574 0.0 0.0 0.0 0.1302
H 2.76963 4.53830 -0.18561 0.0 0.0 0.0 0.1252
C 1.39478 2.62900 0.45439 -0.1 0.0 0.0 -0.0959
H 4.35205 3.75016 -0.05218 0.0 0.0 0.0 0.1244
C 1.41759 -7.40237 0.75221 0.3 -0.4 0.0 -0.2588
H 1.01739 1.66323 0.78302 0.0 0.0 0.0 0.0862
H 0.52796 -6.96739 1.19226 -0.1 0.2 -0.1 0.0826
H -4.42443 1.88473 -4.88206 0.0 0.0 0.0 0.1203
H 3.45887 -1.24124 -1.76551 0.0 0.1 -0.1 0.1155
N 0.30313 -3.20762 -0.87466 0.4 0.0 0.7 -0.3249
H -4.92260 6.44498 2.90415 0.0 0.0 0.0 0.0875
C 4.07891 -1.86198 0.14625 0.1 -0.1 -0.1 -0.2319
H 2.07053 3.00366 3.10247 0.0 0.0 0.0 0.0877
C 3.63111 4.59944 1.77472 -0.1 0.2 0.0 -0.2079
H -7.30276 0.31512 -1.54260 0.0 0.0 0.0 0.0840
H -0.07423 -6.68469 -2.64054 0.0 -0.1 0.0 0.0622
H 1.13405 2.76503 -0.60101 0.0 0.0 0.0 0.0974
H 4.34818 -0.88560 0.54847 0.0 0.1 -0.1 0.1212
H -1.64379 7.91691 1.12098 0.0 0.0 0.0 0.1238
C -4.50310 1.01521 -4.21785 0.1 0.2 0.1 -0.2255
S 0.21620 -1.77773 -0.19207 -0.4 0.4 -0.5 0.4997
H 2.70854 -2.72425 -1.24434 -0.2 -0.2 0.0 0.0829
H 1.09868 -7.73838 -1.33388 -0.1 0.0 -0.1 0.0893
H -3.27946 4.29580 1.58719 0.0 0.1 0.0 0.0841
H 0.45031 -5.11103 -3.20678 0.0 0.1 -0.1 0.0705
C 3.39267 3.90338 0.45372 0.1 -0.2 -0.1 -0.2116
O -3.74652 1.29343 -3.06127 0.0 -0.1 0.1 -0.1959
H 0.92189 3.41287 1.05276 0.0 0.0 -0.1 0.0695
H 6.25104 -4.19303 -0.23927 0.1 0.0 0.0 0.0793
H -6.52431 0.67033 -4.82969 0.0 0.0 0.0 0.1201
H -2.54822 3.19458 2.77191 0.0 0.0 0.0 0.0916
O 1.70121 -4.32104 0.97970 0.3 0.2 0.3 -0.3260
H -3.86656 7.65367 3.66577 0.0 0.0 0.0 0.0856
H -1.57342 7.42008 2.82045 0.0 0.0 0.0 0.1253
C 2.64606 -7.16207 1.63956 -0.5 -0.2 0.0 -0.1143
H -1.93688 3.22611 1.10870 -0.1 0.0 0.0 0.0892
C -5.96444 0.79043 -3.89522 -0.1 -0.1 -0.1 -0.2160
O -0.70716 -0.98223 -0.97328 -0.2 0.2 -0.3 -0.3612
O 2.40984 4.93902 2.41001 0.0 0.0 0.0 -0.2005
H 0.99350 4.28063 3.70026 0.0 0.0 0.0 0.0817
O 2.80209 2.63122 0.62640 0.0 0.0 0.0 -0.1852
H 3.72034 -2.47320 0.97317 -0.1 -0.1 0.2 0.1158
S 0.59056 -4.48032 0.06701 0.3 0.2 -0.8 0.5201
O 5.27458 -2.41592 -0.39443 0.0 0.2 0.3 -0.1878
H 4.24842 3.96990 2.42327 0.0 0.0 0.0 0.1258
H -6.27461 -1.10372 -1.23974 0.0 0.0 0.0 0.0904
H 4.17191 5.53475 1.59307 0.0 0.0 0.0 0.1213
C 5.25807 -3.81935 -0.48516 0.1 -0.1 -0.2 -0.1172
H 3.30023 -8.03159 1.60338 0.3 0.0 -0.1 0.0610
C 1.60333 -6.99645 -0.72068 0.1 0.1 0.4 -0.1750
H 2.66548 -7.10980 -0.94392 0.1 0.0 -0.1 0.1063
H 2.33093 -7.03751 2.67312 0.1 0.1 0.1 0.0696
C -2.34395 3.83898 1.91920 0.1 -0.1 -0.1 -0.0951
C 1.79189 -0.91928 -0.44117 0.6 -0.2 -0.3 -0.2222
H 3.18101 -6.27150 1.34624 0.2 0.2 0.0 0.0432
H 2.02701 -5.08936 -1.63262 0.2 0.2 0.2 0.0984
H 4.53590 -4.25480 0.19923 -0.2 -0.1 0.2 0.0733
C 1.16045 -5.59058 -1.21080 -0.2 -0.4 -0.6 -0.3983
O -0.62116 -5.02657 0.61064 -0.5 -0.2 0.3 -0.3128
C 2.99942 -1.73617 -0.90923 0.2 0.2 0.0 -0.1937
H 1.25434 -8.48185 0.75231 -0.2 -0.1 0.0 0.0943


Entry 2:
98
Properties=species:S:1:pos:R:3:forces:R:3:lowdin_spin:R:1 method="wB97M-V/def2-TZVPD" multiplicity=5 gap_ev="7.208 / 7.025" e_lumo_ha="-0.027 / -0.034" homo_ev="-7.94 / -7.94" energy_ha=-4273.6473
C -0.84571 -0.99301 3.41187 0.0 -0.1 0.0 0.0054
H -1.85905 0.40674 -3.63969 0.0 0.0 0.0 0.0000
C 1.80712 3.31261 0.34113 0.0 0.0 0.0 0.0033
C 5.01843 -1.74747 -0.71252 0.0 0.1 0.1 0.0012
C -0.69044 -1.93033 -0.64227 0.0 0.3 0.3 0.0302
C 4.81410 0.44981 1.42117 0.0 0.0 0.0 0.0005
C 2.64637 2.41252 -0.29815 0.0 0.0 0.0 -0.0006
H -4.88692 2.12481 -0.02779 0.0 0.0 0.0 0.0000
C -2.73621 4.45296 0.68254 0.0 0.0 0.0 0.0000
C -2.80353 -3.80563 0.84577 0.0 0.0 0.0 0.0019
C -3.60143 2.71438 -2.43625 0.0 0.0 0.0 0.0002
O 5.23344 3.34478 3.54357 0.0 0.0 0.0 0.0004
C 5.58498 2.55330 2.65446 0.0 0.0 0.0 0.0003
C -0.38270 -1.97944 -2.10912 -0.2 0.0 -0.1 0.0070
H -1.86530 5.00585 1.03790 0.0 0.0 0.0 0.0000
C 0.23795 -2.02281 -4.81527 0.0 -0.1 0.1 0.0012
C 3.81310 -0.44728 1.09902 0.0 0.1 0.0 0.0053
H -2.09003 -0.87945 5.14457 0.0 0.0 0.0 0.0001
H -1.11129 4.37909 -3.24385 0.0 0.0 0.0 0.0000
C -1.16279 1.21119 -3.41399 0.0 0.0 0.0 0.0000
C -0.82109 3.93527 -2.28708 0.0 0.0 0.0 -0.0002
C 2.09405 1.21417 -0.69670 0.0 0.0 -0.1 0.0058
C 3.79658 -3.49311 -1.80344 0.1 0.2 -0.1 0.0013
C 0.45877 3.02666 0.42449 0.0 0.0 0.0 -0.0002
H -0.05754 -3.48687 2.36260 0.0 0.0 0.0 0.0013
C -0.95283 -4.95685 -1.24809 0.0 0.0 0.0 0.0017
Si -1.08537 -3.62286 0.07341 -0.1 0.0 0.0 0.0138
Si -1.79514 2.34127 -2.07154 0.0 0.0 0.0 0.0003
H 5.77426 0.48360 0.92305 0.0 0.0 0.0 0.0001
H -0.98373 4.68191 -1.51030 0.0 0.0 0.0 0.0000
C -0.31547 0.34023 5.30768 0.0 0.0 0.0 0.0013
H -4.23395 1.82728 -2.41149 0.0 0.0 0.0 0.0001
H -1.53235 -5.82964 -0.93612 0.0 0.0 0.0 0.0002
H -2.78662 -4.63888 1.55407 0.0 0.0 0.0 0.0003
H 2.24728 -2.05807 -4.05133 0.0 0.1 0.0 0.0000
H -3.15320 -2.92534 1.38786 0.0 0.0 0.0 0.0004
C -4.39718 1.98627 0.93636 0.0 0.0 0.0 0.0001
H 5.85373 -3.02487 -2.21544 0.0 0.0 0.0 0.0000
H 3.20628 2.11501 3.85600 0.0 0.0 0.0 0.0002
N 2.74818 -2.17223 -0.12336 -0.1 0.1 -0.2 0.0365
H -4.64288 -0.08592 -0.94543 0.0 0.0 0.0 0.0006
H -1.50925 -1.65648 2.87196 0.0 0.0 0.0 0.0005
C -3.80508 -0.66060 -1.33623 0.0 0.1 0.0 0.0135
H 1.55850 1.38474 5.13268 0.0 0.0 0.0 0.0002
H 0.07501 -5.29043 -1.41022 0.0 0.0 0.0 0.0001
C 2.41973 0.42619 2.72192 0.0 0.0 0.0 0.0056
H 2.19794 4.24062 0.73910 0.0 0.0 0.0 0.0002
C -1.09083 -2.08613 -4.42062 0.0 0.0 0.0 0.0002
H -2.17922 1.28613 3.00089 0.0 0.0 0.0 0.0000
Si -2.61514 2.58824 0.95317 0.0 0.0 0.0 0.0002
C 3.88244 -1.47989 0.03593 0.0 -0.1 0.0 0.0033
C 0.84925 0.71850 4.66366 0.0 0.0 0.0 0.0004
H -3.54885 -4.04186 0.08155 0.0 0.0 0.0 0.0000
H -4.03659 3.45991 -1.77074 0.0 0.0 0.0 0.0000
H -4.50404 0.94312 1.23674 0.0 0.0 0.0 0.0001
H -3.64645 3.11997 -3.45125 0.0 0.0 0.0 0.0000
H -2.42906 -2.12883 -2.76223 0.0 0.0 0.0 0.0001
C -0.05230 1.82534 -0.08617 0.0 0.1 0.0 0.0058
H -3.59226 4.80088 1.26805 0.0 0.0 0.0 0.0000
H -1.03133 1.80079 -4.32589 0.0 0.0 0.0 0.0000
H 2.70546 0.45228 -1.16630 0.0 0.0 0.0 0.0000
H -3.57468 -0.32999 -2.34575 0.0 0.0 0.0 0.0007
H -0.20128 0.76019 -3.15811 0.0 0.0 0.0 0.0000
H -1.88191 -2.14758 -5.15862 0.0 0.0 0.0 0.0000
C 4.96975 -2.77202 -1.64452 -0.1 0.0 -0.1 0.0007
H 0.52624 -2.01454 -5.85706 0.0 0.0 0.0 0.0001
H -0.90668 2.49567 2.79901 0.0 0.0 0.0 0.0000
N 0.27512 -0.63787 2.78249 -0.1 0.1 0.0 0.0336
H 3.72575 -4.32345 -2.49169 0.0 0.0 0.0 0.0002
C 0.11128 -4.09052 1.46492 0.0 0.1 0.0 0.0135
C 4.56438 1.41125 2.39161 0.0 0.0 0.0 0.0032
H 1.84464 -3.79182 -0.97199 -0.2 0.3 -0.4 0.0006
H -0.21261 3.76160 0.84073 0.0 0.0 0.0 0.0001
Sb -2.16262 -0.48509 0.04933 0.1 -0.1 0.2 0.0186
H -1.34275 -4.61807 -2.20880 0.0 0.0 0.0 0.0000
H -4.94252 2.58924 1.66823 0.0 0.0 0.0 0.0000
O 6.57973 2.51431 1.91321 0.0 0.0 0.0 0.0003
H 0.25079 3.73027 -2.33511 0.0 0.0 0.0 0.0000
H 3.69995 2.61240 -0.43483 0.0 0.0 0.0 0.0000
Fe 0.86786 -1.19939 0.68227 0.1 -0.2 -0.7 3.7005
C -1.52799 1.63340 -0.30952 0.0 0.0 0.0 -0.0004
C 1.18732 -2.01962 -3.81014 0.0 -0.2 -0.1 0.0001
H -0.54350 0.72497 6.29287 0.0 0.0 0.0 0.0001
N 0.89208 -2.02270 -2.51267 0.0 0.6 0.1 0.0037
C -1.97700 2.31170 2.69202 0.0 0.0 0.0 0.0000
H -4.08501 -1.71455 -1.35319 0.0 0.0 0.0 0.0001
N 0.80523 0.88291 -0.53522 -0.1 0.0 0.1 0.0284
C 3.36099 1.37342 3.08341 0.0 0.0 0.0 0.0006
C -1.17341 -0.54684 4.67871 0.0 0.0 0.0 0.0007
C 1.12477 0.19300 3.40924 0.0 0.0 0.0 0.0037
H -2.50084 2.97621 3.38458 0.0 0.0 0.0 0.0000
N 2.63131 -0.41764 1.71438 -0.1 0.0 0.1 0.0289
H 5.92464 -1.18231 -0.54879 0.0 0.0 0.0 0.0002
C -1.39917 -2.06328 -3.07650 0.0 -0.2 0.0 0.0016
H 1.16596 -3.99180 1.19405 0.0 0.0 0.0 0.0020
H -0.04995 -5.13173 1.75841 0.0 0.0 0.0 0.0025
C 2.69860 -3.13326 -1.03900 0.5 -0.8 0.8 0.0055
H -2.91423 4.74134 -0.35228 0.0 0.0 0.0 0.0000


Entry 3:
9
Properties=species:S:1:pos:R:3:forces:R:3:lowdin_charge:R:1 method="wB97M-V/def2-TZVPD" gap_ev=11.074 e_lumo_ha=0.032 e_above_lowest_ev=0.780 homo_ev=-10.19 energy_ha=-1136.3087 smiles=FC1[C@@H](Cl)[C@@H]1Cl
H 0.41426 -0.49224 -1.56067 -0.3 0.4 0.0 0.0915
H 0.47942 1.25890 1.05791 -0.2 0.4 -0.6 0.1461
Cl -2.01234 -1.17257 -0.27511 -0.1 0.2 -0.2 0.6389
C 0.62885 -0.23642 -0.52955 -2.0 0.7 -0.4 -0.7009
Cl 2.25388 -0.69900 -0.20510 0.6 0.0 0.6 0.6453
H -0.32536 -0.99768 1.34167 0.0 0.3 0.5 0.0851
C -0.55867 -0.51287 0.41362 1.3 0.9 -0.9 -0.6454
C -0.06285 0.95432 0.15208 0.8 -3.0 1.7 -0.3190
F -0.81718 1.89756 -0.39484 -0.2 0.2 -0.7 0.0585


Entry 4:
15
Properties=species:S:1:pos:R:3:forces:R:3:lowdin_charge:R:1 method="wB97M-V/def2-TZVPD" total_charge=-1 gap_ev=5.727 e_lumo_ha=0.130 e_above_lowest_ev=3.430 homo_ev=-2.18 energy_ha=-308.2188
H -0.83222 -0.09367 3.08182 -0.2 0.3 -0.1 0.0320
O -1.23375 0.66576 1.15731 0.0 0.2 0.6 -0.4256
H -1.79330 1.41851 3.03373 0.0 0.0 0.1 0.0205
C 1.52749 -0.92499 -1.23519 -0.1 0.6 0.3 -0.2463
H -2.51449 -0.13385 2.53789 -0.2 0.0 0.3 0.0208
H -1.15924 0.56536 -1.62697 0.0 0.1 0.4 0.0627
H 2.24887 -2.71025 -1.05418 -0.1 -0.2 -0.3 0.0626
H 0.29135 0.78565 -2.57934 0.1 0.2 0.1 0.0504
O 2.23708 -1.90436 -0.54393 0.3 0.3 0.4 -0.0590
C -1.58912 0.48398 2.45660 0.2 -0.5 -0.6 -0.4753
C 0.63960 -0.11714 -0.65785 0.5 -0.1 -1.2 -0.1364
H 1.89503 -0.67501 -2.23041 -0.2 -0.6 -0.2 0.0905
H 0.42736 -0.08204 0.40050 -0.6 -0.2 0.1 0.0718
C -0.10889 0.85011 -1.55682 0.5 -0.3 0.1 -0.1309
H -0.03578 1.87195 -1.18316 -0.2 -0.1 0.0 0.0621